{"formula": "C23H19N6O4SSc", "method": "ωB97M-V/def2-TZVPD", "spin_multiplicity": 1, "charge": 2, "total_energy_ha": -2675.865764, "de_lowest_kcal_mol": 3.5, "species": ["Sc", "S", "O", "O", "O", "O", "N", "N", "N", "N", "N", "N", "C", "C", "C", "C", "C", "C", "C", "C", "C", "C", "C", "C", "C", "C", "C", "C", "C", "C", "C", "C", "C", "C", "C", "H", "H", "H", "H", "H", "H", "H", "H", "H", "H", "H", "H", "H", "H", "H", "H", "H", "H", "H"], "xyz": [[1.060, -0.038, -0.479], [-2.004, -1.262, -1.139], [1.035, 6.537, -4.739], [2.797, 0.926, -0.854], [0.275, 1.143, -1.768], [3.028, 6.289, -3.946], [-0.496, -1.598, -0.379], [-0.659, 2.223, 2.728], [1.883, 5.939, -4.121], [2.011, -1.885, 0.437], [-1.099, -3.711, 0.435], [0.487, 0.956, 1.351], [-0.556, 1.775, 1.477], [1.476, 4.663, -3.496], [-5.202, -3.583, -0.399], [-3.303, -4.704, 0.548], [-1.682, 3.142, 3.232], [2.393, 3.956, -2.776], [2.981, 2.022, -1.451], [0.164, 4.212, -3.661], [-2.491, -3.665, 0.134], [-4.664, -4.666, 0.273], [2.859, -3.955, 2.054], [0.364, 1.670, 3.458], [3.279, -1.949, 0.852], [-3.025, -2.581, -0.542], [-0.239, -2.708, 0.246], [1.073, 0.891, 2.602], [3.748, -2.974, 1.658], [0.659, 2.273, -2.329], [-0.241, 3.028, -3.085], [1.539, -3.897, 1.620], [1.999, 2.741, -2.174], [-4.383, -2.535, -0.802], [1.148, -2.858, 0.798], [-4.805, -1.690, -1.331], [3.182, -4.765, 2.694], [-1.237, 2.046, 0.686], [-1.502, 3.308, 4.290], [-0.518, 4.810, -4.250], [-1.619, 4.091, 2.706], [3.933, -1.151, 0.520], [3.404, 4.331, -2.676], [3.989, 2.442, -1.408], [-0.768, -4.561, 0.859], [4.784, -2.991, 1.964], [-1.250, 2.661, -3.215], [1.951, 0.301, 2.798], [-2.668, 2.704, 3.101], [-5.296, -5.483, 0.589], [-2.877, -5.546, 1.081], [-6.260, -3.547, -0.617], [0.846, -4.658, 1.947], [0.497, 1.883, 4.504]], "atomic_forces_ev_per_a": [[-0.6, -0.3, 0.6], [0.0, -0.1, -0.1], [0.0, 0.0, -0.1], [0.5, 0.2, -0.1], [-0.1, 0.2, -0.2], [0.0, 0.0, 0.0], [0.1, 0.0, 0.0], [0.0, -0.1, 0.0], [0.0, 0.0, 0.1], [0.0, -0.1, 0.0], [0.0, 0.0, -0.1], [0.0, 0.1, 0.0], [0.0, 0.0, 0.0], [0.0, -0.1, 0.0], [0.0, 0.0, 0.0], [0.0, 0.0, 0.0], [0.0, 0.0, 0.0], [-0.1, 0.0, 0.0], [0.0, 0.0, -0.1], [0.0, 0.0, 0.0], [0.0, 0.0, 0.0], [0.0, 0.0, 0.0], [0.0, 0.0, 0.0], [0.1, 0.0, 0.0], [0.0, 0.0, 0.0], [-0.1, 0.0, 0.0], [0.0, -0.1, 0.0], [0.0, 0.0, 0.1], [0.0, 0.0, 0.0], [0.1, 0.0, -0.1], [0.0, 0.0, 0.0], [0.0, 0.1, -0.1], [0.0, 0.0, 0.0], [0.0, 0.0, 0.0], [0.1, 0.0, 0.0], [0.0, 0.0, 0.0], [0.0, 0.0, 0.0], [0.0, 0.0, 0.0], [0.0, 0.0, 0.0], [0.0, 0.0, 0.0], [0.0, 0.0, 0.0], [0.0, 0.0, 0.0], [0.0, 0.0, 0.0], [0.0, 0.0, 0.0], [0.0, 0.0, 0.0], [0.0, 0.0, 0.0], [0.0, 0.0, 0.0], [0.0, 0.0, 0.0], [0.0, 0.0, 0.0], [0.0, 0.0, 0.0], [0.0, 0.0, 0.0], [0.0, 0.0, 0.0], [0.0, 0.0, 0.0], [0.0, 0.0, 0.0]]}



{"formula": "C23H20BClF4LaP", "method": "ωB97M-V/def2-TZVPD", "spin_multiplicity": 1, "total_energy_ha": -2146.254956, "species": ["La", "Cl", "P", "F", "F", "F", "F", "C", "C", "C", "C", "C", "C", "C", "C", "C", "C", "C", "C", "C", "C", "C", "C", "C", "C", "C", "C", "C", "C", "C", "B", "H", "H", "H", "H", "H", "H", "H", "H", "H", "H", "H", "H", "H", "H", "H", "H", "H", "H", "H", "H"], "xyz": [[-3.198, -1.049, 0.773], [-3.129, -0.786, -1.785], [0.699, -0.112, -0.403], [-5.726, -4.173, 1.963], [-4.288, -2.511, 2.840], [-5.447, -2.105, 0.879], [-3.678, -3.603, 0.934], [2.774, -1.604, -3.590], [-4.262, 0.887, 2.126], [2.659, 0.911, 3.031], [0.731, 1.530, -1.173], [-0.353, 1.869, -2.022], [2.855, -1.109, 1.086], [1.839, 0.962, 1.905], [1.686, 3.728, -1.499], [3.667, -1.147, 2.219], [1.758, 2.452, -0.933], [1.433, -3.420, -2.674], [3.561, -0.152, 3.196], [-1.977, 0.720, 2.440], [-0.399, 3.129, -2.604], [-3.241, 0.404, 3.007], [2.360, -2.939, -3.613], [0.912, -2.563, -1.710], [1.357, -1.220, -1.674], [-3.616, 1.498, 0.998], [-2.205, 1.401, 1.207], [2.265, -0.736, -2.623], [1.944, -0.048, 0.918], [0.609, 4.069, -2.325], [-4.851, -3.199, 1.710], [2.589, 1.706, 3.781], [-1.437, 1.859, 0.586], [-1.222, 3.388, -3.275], [-5.342, 0.815, 2.282], [1.131, 1.786, 1.778], [4.380, -1.964, 2.334], [2.604, 2.176, -0.306], [0.171, -2.909, -0.984], [2.481, 4.447, -1.288], [0.556, 5.065, -2.759], [2.920, -1.884, 0.323], [-1.005, 0.562, 2.891], [-4.114, 1.978, 0.154], [-1.143, 1.135, -2.203], [2.761, -3.610, -4.370], [4.180, -0.200, 4.090], [1.121, -4.466, -2.694], [-3.425, -0.062, 3.970], [3.492, -1.222, -4.314], [2.564, 0.314, -2.594]], "atomic_forces_ev_per_a": [[0.9, -2.2, -0.3], [0.0, 0.2, -1.0], [-1.1, -0.4, 0.4], [0.2, 0.1, 0.1], [-0.3, -0.3, -0.7], [0.4, -0.7, 0.6], [-0.6, 0.2, 0.3], [-0.2, 0.0, 0.1], [0.5, 0.6, 0.2], [0.0, -0.1, -0.1], [0.0, 0.4, -0.3], [0.6, -0.1, 0.4], [-0.2, 0.7, 0.1], [0.4, -0.6, -0.1], [-0.2, -0.1, -0.1], [-0.1, 0.2, 0.2], [-0.5, 0.1, -0.3], [0.2, 0.1, -0.2], [-0.1, 0.1, -0.2], [-0.6, 0.6, -0.2], [0.2, 0.3, 0.0], [-0.3, 0.9, -0.1], [-0.1, 0.1, 0.3], [0.5, 0.7, -0.2], [0.1, -0.3, -0.3], [0.3, 0.6, 0.9], [-0.6, 0.6, 0.4], [-0.1, -0.5, 0.1], [0.2, -0.1, 0.4], [0.1, -0.3, 0.1], [0.2, 0.5, -0.2], [0.1, -0.4, -0.2], [-0.3, -0.3, 0.0], [0.3, -0.1, 0.3], [0.5, 0.0, -0.1], [0.2, -0.3, 0.0], [-0.2, 0.2, 0.1], [-0.2, 0.1, -0.1], [0.2, 0.1, -0.2], [-0.3, -0.1, -0.1], [0.0, -0.2, 0.1], [0.0, 0.2, 0.2], [-0.1, -0.2, -0.1], [0.2, -0.2, 0.3], [0.2, 0.2, 0.0], [-0.1, 0.1, 0.2], [-0.1, 0.0, -0.2], [0.1, 0.3, -0.1], [0.1, -0.1, -0.3], [-0.2, -0.2, 0.1], [0.0, -0.3, -0.1]]}



{"formula": "C23H20BF3NO5", "method": "ωB97M-V/def2-TZVPD", "spin_multiplicity": 1, "charge": 1, "total_energy_ha": -1643.490506, "de_lowest_kcal_mol": 132.8, "species": ["F", "F", "F", "O", "O", "O", "O", "O", "N", "C", "C", "C", "C", "C", "C", "C", "C", "C", "C", "C", "C", "C", "C", "C", "C", "C", "C", "C", "C", "C", "C", "C", "B", "H", "H", "H", "H", "H", "H", "H", "H", "H", "H", "H", "H", "H", "H", "H", "H", "H", "H", "H", "H"], "xyz": [[2.847, -2.223, 5.049], [3.830, -3.402, 0.534], [4.175, 2.721, -0.937], [0.967, -1.163, -2.538], [0.007, 1.134, -2.159], [-1.744, 0.840, 1.500], [1.114, -2.696, -4.246], [-1.547, 2.751, -1.502], [-1.453, -0.595, -2.790], [1.320, 3.976, 0.814], [-1.296, 1.654, -1.988], [3.316, -2.926, 2.798], [1.231, 1.549, 0.915], [1.561, -0.875, 1.929], [2.938, 2.725, -0.327], [-1.339, -1.322, 1.851], [-2.911, 0.132, 1.232], [-2.277, 0.606, -2.516], [0.600, -1.690, -3.782], [-2.688, -1.198, 1.423], [-0.622, -0.831, -4.198], [-2.015, -1.846, -2.303], [2.434, 1.516, 0.182], [2.169, -1.718, 0.966], [0.718, 2.800, 1.259], [-0.788, -0.035, 1.949], [1.845, -1.063, 3.284], [0.567, 0.343, 1.804], [-4.123, 0.920, 1.226], [2.395, 3.979, -0.066], [2.683, -2.083, 3.689], [3.082, -2.678, 1.444], [0.007, -0.155, -2.803], [2.843, 4.892, -0.460], [-4.941, 0.352, 1.672], [1.940, -1.651, -0.112], [-1.290, -1.567, -4.704], [3.982, -3.705, 3.147], [-0.697, -2.152, 1.599], [-2.694, -1.592, -1.484], [-0.089, 2.849, 1.995], [-0.489, 0.038, -4.870], [1.362, -0.436, 4.030], [-3.434, -2.003, 1.337], [0.634, 0.875, 2.804], [-2.621, -2.406, -3.033], [0.969, 4.920, 1.200], [-2.983, 0.352, -1.701], [-2.912, 0.942, -3.366], [-3.988, 1.804, 1.837], [-4.441, 1.212, 0.228], [3.071, 0.624, 0.115], [-1.224, -2.495, -1.927]], "atomic_forces_ev_per_a": [[0.1, -0.2, -1.5], [-1.1, 0.7, 0.9], [-1.1, -0.4, 0.2], [-1.2, 0.9, -2.8], [-0.4, -0.8, -1.8], [-0.6, 0.0, 0.6], [-2.3, 3.6, 0.5], [0.9, -4.0, -1.8], [0.8, 0.3, -1.8], [-0.4, 0.1, -0.1], [0.2, 2.9, 0.9], [0.1, 0.3, -0.2], [-1.0, -0.5, 0.9], [-0.4, 0.5, 1.0], [0.9, 0.1, 0.3], [1.4, 1.1, -0.8], [1.5, -0.4, 1.2], [-0.7, 0.6, -0.2], [3.6, -4.1, 1.1], [-0.3, -0.1, 0.0], [-3.1, -1.8, -2.7], [-0.4, -1.3, 0.4], [0.0, -0.1, 0.0], [-0.2, 0.2, 0.2], [0.1, 0.2, 0.0], [-4.1, -2.9, -4.2], [0.1, -0.4, -0.1], [5.1, 1.8, 1.0], [-1.4, 0.4, -0.3], [-0.1, -0.8, 0.2], [-0.3, 0.1, 1.1], [0.2, -0.1, -0.5], [0.4, 2.6, 8.0], [0.0, -0.4, 0.2], [0.0, 0.0, -0.1], [0.4, 0.0, 0.7], [0.5, 0.7, -0.1], [0.0, 0.1, -0.2], [0.0, -0.4, 1.0], [0.4, -0.1, 0.1], [0.2, 0.1, -0.4], [-0.1, -0.1, 0.4], [0.3, -0.2, -0.1], [0.5, 0.6, 0.1], [1.0, -0.5, -0.8], [0.4, 0.5, -0.1], [-0.2, 0.1, -0.1], [0.5, 0.0, -0.4], [0.7, -0.1, 0.4], [0.0, 0.3, 0.0], [-0.1, 0.3, -0.1], [-0.5, 0.4, -0.2], [0.0, 0.0, 0.0]]}



{"formula": "C23H20Cl2IrP", "method": "ωB97M-V/def2-TZVPD", "s2": 8.773, "spin_multiplicity": 6, "charge": 1, "total_energy_ha": -2254.079301, "species": ["Ir", "Cl", "Cl", "P", "C", "C", "C", "C", "C", "C", "C", "C", "C", "C", "C", "C", "C", "C", "C", "C", "C", "C", "C", "C", "C", "C", "C", "H", "H", "H", "H", "H", "H", "H", "H", "H", "H", "H", "H", "H", "H", "H", "H", "H", "H", "H", "H"], "xyz": [[-0.243, -0.083, 0.068], [-1.485, -1.356, -1.328], [-1.375, 1.813, -0.308], [2.074, 2.975, -1.111], [1.660, 4.809, 0.931], [2.644, 4.273, 0.075], [1.261, 6.145, -3.706], [6.164, 1.351, -2.613], [1.989, 5.797, 1.860], [0.607, -1.899, 0.865], [5.534, 2.348, -3.360], [3.973, 4.717, 0.185], [4.309, 5.703, 1.126], [1.733, 5.424, -2.598], [1.517, 4.037, -2.517], [3.699, 2.389, -1.763], [-0.246, -0.162, 2.207], [0.571, 5.488, -4.727], [1.103, 0.177, 1.820], [0.341, 4.099, -4.650], [1.628, -0.891, 1.003], [3.323, 6.242, 1.958], [4.299, 2.868, -2.940], [5.564, 0.856, -1.437], [-0.569, -1.448, 1.621], [4.332, 1.366, -1.024], [0.804, 3.387, -3.544], [1.436, 7.219, -3.757], [3.585, 7.012, 2.689], [3.852, 0.983, -0.107], [4.756, 4.301, -0.464], [2.629, -0.970, 0.617], [5.343, 6.039, 1.201], [0.620, 4.439, 0.852], [5.991, 2.730, -4.274], [0.614, 2.301, -3.463], [7.127, 0.948, -2.938], [-1.540, -1.914, 1.630], [0.683, -2.798, 0.288], [1.650, 1.050, 2.142], [2.275, 5.952, -1.800], [1.223, 6.220, 2.502], [-0.191, 3.587, -5.446], [3.813, 3.653, -3.535], [6.055, 0.086, -0.852], [0.204, 6.049, -5.591], [-0.928, 0.442, 2.790]], "atomic_forces_ev_per_a": [[-1.0, 3.7, -6.3], [-0.6, -1.1, -1.1], [-0.2, 1.5, 0.0], [2.3, 2.8, -1.4], [-0.3, 0.0, 0.1], [-0.6, -0.6, 0.7], [0.2, -0.5, 0.3], [-0.2, -0.1, 0.4], [0.5, -0.1, -0.4], [0.0, -0.3, 2.6], [-0.4, 0.1, 0.4], [0.4, -0.1, 0.1], [-0.3, -0.3, -0.4], [-0.1, 0.3, 0.2], [-0.9, -0.5, 0.1], [-0.4, -1.0, 0.3], [1.1, -1.0, 1.4], [-0.1, -0.5, 0.1], [0.1, -1.1, 1.8], [0.4, 0.4, 0.3], [-0.6, -0.3, 0.6], [-0.4, -0.2, -0.1], [0.0, 0.0, -0.4], [-0.2, 0.5, -0.3], [1.4, -1.1, 1.3], [0.2, -0.1, 0.1], [-0.1, -0.3, -0.2], [0.0, -0.3, 0.0], [-0.1, -0.3, -0.3], [0.3, 0.2, -0.6], [-0.4, 0.2, 0.4], [0.0, 0.1, -0.1], [-0.3, -0.1, 0.0], [0.6, 0.3, 0.1], [-0.1, -0.1, 0.3], [0.1, 0.7, -0.1], [-0.4, 0.1, 0.1], [0.1, -0.2, 0.2], [0.0, -0.2, -0.1], [-0.1, 0.1, -0.1], [-0.3, -0.3, -0.4], [0.1, -0.1, -0.1], [0.0, 0.1, 0.1], [0.2, -0.5, 0.3], [0.0, 0.1, -0.1], [0.1, -0.2, 0.3], [0.1, -0.1, -0.1]]}